C3H3FS | ωB97M-V/def2-TZVPD

```
8
Properties=species:S:1:pos:R:3:forces:R:3
C 1.227846 0.088271 0.299678 -1.6 0.6 -0.3
C 0.188052 -0.459800 -0.360519 3.3 -0.6 0.3
C -1.107697 -0.066429 -0.132859 -1.9 3.2 -0.5
F -1.311377 1.908230 -0.176384 0.8 -3.0 0.2
S -2.479388 -0.680357 0.072994 -1.2 -0.3 0.3
H 2.155188 -0.435912 0.424901 0.4 0.2 -0.2
H 1.006575 1.061384 0.749402 0.5 -0.4 0.1
H 0.320804 -1.415385 -0.877215 -0.3 0.2 0.2
```
Forces are in eV/Å.

Values from the calculation:
LUMO (eV): -1.311
E_HOMO (eV): -10.05
Spin multiplicity: 1
Max |F| (eV/A): 3.78
Net charge: 0
Gap between HOMO and LUMO (eV): 8.737

From a Löwdin analysis of the wavefunction, the atomic charges in e read: atom 1 (C): 0.1045, atom 2 (C): -0.2413, atom 3 (C): -0.6642, atom 4 (F): -0.4104, atom 5 (S): 0.9309, atom 6 (H): 0.0717, atom 7 (H): 0.0878, atom 8 (H): 0.1209

=====

C3H3FS2 | ωB97M-V/def2-TZVPD

```
9
Properties=species:S:1:pos:R:3:forces:R:3
C 0.050335 -0.646823 0.666079 -1.8 -1.0 1.1
C -1.002183 0.142652 0.847781 -0.8 -2.5 -0.7
C 1.240756 -0.238879 0.004538 1.6 -2.1 -0.6
F -3.476736 -0.536031 -1.203342 -0.2 -0.2 1.4
S 2.252103 -1.341393 -0.618015 -0.1 -0.3 0.0
S -3.715399 -0.733063 0.444967 2.6 0.7 -0.8
H 0.176634 -1.740788 0.917398 -1.1 1.2 -0.2
H -1.368135 1.098834 0.618152 -0.1 1.0 -0.2
H 1.607890 0.700300 -0.143588 0.0 3.0 -0.1
```
Forces are in eV/Å.

Values from the calculation:
LUMO (alpha / beta) (eV): -2.494 / -2.478
E_HOMO (alpha / beta) (eV): -9.30 / -9.27
Spin multiplicity: 1
Max |F| (eV/A): 3.00
Net charge: 0
Gap between HOMO and LUMO (alpha / beta) (eV): 6.805 / 6.796

Löwdin population analysis, charges in e, atoms 1 to 8: atom 1 (C): -0.2889, atom 2 (C): 0.1219, atom 3 (C): -0.6676, atom 4 (F): -0.6302, atom 5 (S): 0.7377, atom 6 (S): 0.5811, atom 7 (H): 0.1149, atom 8 (H): 0.0196

=====

C3H3FeLiO2 | ωB97M-V/def2-TZVPD

```
10
Properties=species:S:1:pos:R:3:forces:R:3
O -1.658710 -0.102997 -0.460320 0.9 2.1 -0.5
Li -2.922769 -1.358183 -0.731042 -0.1 -0.5 0.2
C 0.528143 1.417826 0.406152 3.1 -2.7 -0.9
C -0.011616 0.094997 0.623789 -1.4 -0.3 0.8
O 1.770591 0.941266 -0.042037 -1.6 2.6 0.2
C 1.300108 -0.425023 0.057463 -0.7 -0.5 -0.5
H -0.457076 -0.262151 1.559488 -0.3 0.2 -0.6
H 1.234635 -0.895021 -0.935178 0.0 0.3 0.3
H 1.934390 -1.025311 0.725307 -0.3 0.4 0.1
Fe -1.717699 1.614600 -1.203618 0.4 -1.6 0.9
```
Forces are in eV/Å.

Values from the calculation:
LUMO (alpha / beta) (eV): -10.321 / -11.728
E_HOMO (alpha / beta) (eV): -17.48 / -19.95
Spin multiplicity: 7
Max |F| (eV/A): 4.21
<S²>: 12.02
Net charge: +2
Gap between HOMO and LUMO (alpha / beta) (eV): 7.158 / 8.226

Löwdin population analysis, charges in e, atoms 1 to 8: atom 1 (O): -0.6234, atom 2 (Li): 0.8463, atom 3 (C): 0.1471, atom 4 (C): -0.0618, atom 5 (O): 0.0269, atom 6 (C): -0.0624, atom 7 (H): 0.1522, atom 8 (H): 0.1589

=====

C3H3HgLiO3 | ωB97M-V/def2-TZVPD

```
11
Properties=species:S:1:pos:R:3:forces:R:3
O -0.393123 -0.494599 -0.104738 -0.2 -0.1 0.1
C -1.792346 -0.017575 -0.364439 -0.4 -0.6 -0.5
C -1.691226 1.397815 0.106854 0.2 1.0 0.6
O -0.214903 1.667544 0.233033 -0.1 0.0 -0.4
C 0.409606 0.539408 0.088886 -1.1 0.0 -0.1
O 1.622231 0.368374 0.132016 0.7 0.0 0.1
Hg 1.829934 -1.901353 -0.268092 0.3 0.0 0.0
H -1.847393 -0.021175 -1.466623 0.1 0.1 0.3
H -2.081766 1.648426 1.103251 0.2 -0.3 -0.2
H -2.119595 2.128798 -0.586957 0.2 -0.2 0.0
Li -3.241258 -1.253158 0.489344 0.1 0.1 -0.1
```
Forces are in eV/Å.

Values from the calculation:
LUMO (alpha / beta) (eV): -3.916 / -6.865
E_HOMO (alpha / beta) (eV): -12.43 / -12.43
Spin multiplicity: 2
Max |F| (eV/A): 1.17
<S²>: 0.75
Net charge: +1
Gap between HOMO and LUMO (alpha / beta) (eV): 8.519 / 5.564

Löwdin population analysis, charges in e, atoms 1 to 8: atom 1 (O): -0.1754, atom 2 (C): -0.2397, atom 3 (C): -0.1370, atom 4 (O): 0.1094, atom 5 (C): -0.6794, atom 6 (O): -0.0479, atom 7 (Hg): 1.0557, atom 8 (H): 0.0694

=====

C3H3I3O | ωB97M-V/def2-TZVPD

```
10
Properties=species:S:1:pos:R:3:forces:R:3
C -0.525347 0.463636 2.022965 0.7 -0.8 1.1
C -0.817715 0.033070 0.850572 -0.5 -0.9 -3.0
C 0.862246 0.171962 -1.297878 0.2 -0.4 0.6
O 0.337345 -0.707174 -2.154750 -0.6 0.3 -0.7
I -1.600681 -0.108869 3.778486 0.1 0.3 -0.3
I -2.290107 -1.108609 -0.150156 0.6 0.8 0.9
I 2.791820 -0.462564 -0.716091 -0.3 0.3 0.2
H 0.522395 0.717776 2.191317 -0.4 0.5 0.3
H 0.769845 1.194008 -1.632968 0.2 0.4 0.5
H -0.049802 -0.193236 -2.891497 -0.1 -0.6 0.4
```
Forces are in eV/Å.

Values from the calculation:
LUMO (alpha / beta) (eV): -1.260 / -0.495
E_HOMO (alpha / beta) (eV): -8.19 / -8.40
Spin multiplicity: 1
Max |F| (eV/A): 3.14
Net charge: 0
Gap between HOMO and LUMO (alpha / beta) (eV): 6.930 / 7.906

Löwdin population analysis, charges in e, atoms 1 to 8: atom 1 (C): -0.7790, atom 2 (C): -0.7319, atom 3 (C): -0.7459, atom 4 (O): -0.2074, atom 5 (I): 0.7054, atom 6 (I): 0.7852, atom 7 (I): 0.7869, atom 8 (H): 0.0302

=====

C3H3IN2O | ωB97M-V/def2-TZVPD

```
10
Properties=species:S:1:pos:R:3:forces:R:3
C -0.316851 -1.488222 -0.362851 -0.7 0.7 -0.9
C -2.819930 -1.269691 -0.428704 0.4 -1.4 -0.2
C 0.118169 -0.112514 -0.567267 -2.0 -0.1 -1.3
N -0.486063 -2.477353 0.329423 -0.9 -1.1 0.1
N -0.939153 -3.484615 0.724877 0.7 0.3 0.5
O -3.375501 -2.273040 -0.434823 0.2 0.7 0.0
I -3.488376 0.765646 0.227175 -0.4 0.7 0.2
H 0.262235 0.041753 -1.660168 1.0 0.0 0.9
H -0.750939 0.564704 -0.431986 0.2 -0.4 0.5
H 0.828585 0.158625 0.157299 1.5 0.7 0.4
```
Forces are in eV/Å.

Values from the calculation:
LUMO (alpha / beta) (eV): -1.967 / -1.339
E_HOMO (alpha / beta) (eV): -8.78 / -8.25
Spin multiplicity: 1
Max |F| (eV/A): 2.42
Net charge: 0
Gap between HOMO and LUMO (alpha / beta) (eV): 6.813 / 6.907

Löwdin population analysis, charges in e, atoms 1 to 8: atom 1 (C): -0.1134, atom 2 (C): -0.6069, atom 3 (C): -0.1015, atom 4 (N): -0.1827, atom 5 (N): 0.1581, atom 6 (O): 0.0362, atom 7 (I): 0.6555, atom 8 (H): 0.0948

=====

C3H3IN2O | ωB97M-V/def2-TZVPD

```
10
Properties=species:S:1:pos:R:3:forces:R:3
C 0.191725 0.176973 0.569677 1.4 1.8 -0.8
C 0.655905 1.498418 0.462172 0.2 -1.8 2.1
C -1.025389 0.362899 -0.111144 -4.4 -5.1 1.4
N -1.377026 1.508840 -0.484826 1.4 1.8 -0.5
N -2.462719 -0.852571 -0.103549 3.8 2.6 -0.8
O -0.208492 2.275483 -0.167878 -0.5 0.6 0.1
I -4.203127 0.181700 0.096918 -0.5 0.3 0.4
H 0.770321 -0.692625 0.926701 -0.9 0.7 -0.2
H 1.423391 1.955654 1.141563 -0.5 -0.2 -1.5
H -2.439677 -0.876737 -1.124949 0.0 -0.7 -0.1
```
Forces are in eV/Å.

Values from the calculation:
LUMO (eV): -0.231
E_HOMO (eV): -9.12
Spin multiplicity: 1
Max |F| (eV/A): 6.85
Net charge: 0
Gap between HOMO and LUMO (eV): 8.892

Löwdin population analysis, charges in e, atoms 1 to 8: atom 1 (C): -0.0040, atom 2 (C): -0.1299, atom 3 (C): -0.3224, atom 4 (N): 0.0684, atom 5 (N): -0.4813, atom 6 (O): -0.0326, atom 7 (I): 0.6977, atom 8 (H): 0.1173

=====

C3H3IN2O | ωB97M-V/def2-TZVPD

```
10
Properties=species:S:1:pos:R:3:forces:R:3
C 0.128726 -0.133710 0.107945 -0.6 -2.7 -0.3
C 0.581498 -1.415047 0.042877 1.6 -0.3 0.4
C -1.265203 -0.328322 0.095836 -0.1 1.1 0.5
N -1.600351 -1.594022 0.004144 -0.5 0.0 0.6
N -2.257731 0.621950 0.267689 3.4 0.4 0.1
O -0.433651 -2.284382 0.058544 0.6 0.1 -0.8
I -4.087349 -0.043399 -0.042883 -5.7 -1.2 -0.8
H 0.594777 0.772158 0.167159 1.4 1.9 0.1
H 1.589935 -1.899384 0.028963 -1.1 0.7 0.0
H -2.181403 1.624810 0.358696 1.0 0.1 0.1
```
Forces are in eV/Å.

Values from the calculation:
LUMO (alpha / beta) (eV): 0.788 / -2.403
E_HOMO (alpha / beta) (eV): -5.70 / -9.24
Spin multiplicity: 3
Max |F| (eV/A): 5.90
<S²>: 2.01
Net charge: 0
Gap between HOMO and LUMO (alpha / beta) (eV): 6.489 / 6.836

Löwdin population analysis, charges in e, atoms 1 to 8: atom 1 (C): 0.0133, atom 2 (C): -0.1007, atom 3 (C): -0.5235, atom 4 (N): 0.0305, atom 5 (N): -0.4493, atom 6 (O): -0.0274, atom 7 (I): 0.7897, atom 8 (H): 0.0805

=====

C3H3IN2OS | ωB97M-V/def2-TZVPD

```
11
Properties=species:S:1:pos:R:3:forces:R:3
C -0.612768 0.409954 0.086124 6.3 -1.3 -1.8
C 0.935737 0.100707 -0.149648 -4.8 -0.3 1.2
C -1.604318 -0.637969 0.043849 -1.6 1.2 -1.9
N -0.561602 1.713324 0.122955 -0.2 1.0 0.8
N 0.558936 2.262092 0.119147 -0.5 0.9 -0.5
O 1.582516 1.172668 -0.104138 -0.2 0.9 0.2
S 1.663106 -1.437837 -0.205871 0.2 -0.6 -0.2
I 3.914256 -0.825181 0.155099 0.3 -0.2 0.0
H -2.168027 -0.717373 0.887420 -0.7 -0.9 3.2
H -2.478492 -0.521322 -0.591746 0.1 1.0 -1.0
H -1.229341 -1.519059 -0.363190 1.0 -1.7 0.1
```
Forces are in eV/Å.

Values from the calculation:
LUMO (eV): -1.192
E_HOMO (eV): -8.45
Spin multiplicity: 1
Max |F| (eV/A): 6.68
SMILES: Cc1nnoc1SI
Net charge: 0
Gap between HOMO and LUMO (eV): 7.261

Löwdin population analysis, charges in e, atoms 1 to 8: atom 1 (C): -0.2658, atom 2 (C): -0.7510, atom 3 (C): -0.0606, atom 4 (N): 0.0092, atom 5 (N): 0.0681, atom 6 (O): -0.1235, atom 7 (S): 0.3880, atom 8 (I): 0.5381

=====

C3H3IN2S | ωB97M-V/def2-TZVPD

```
10
Properties=species:S:1:pos:R:3:forces:R:3
C -0.625330 -0.015981 0.054522 1.9 3.5 -1.9
C -1.076604 1.260562 -0.386677 -0.8 -0.7 -1.5
C 0.686451 -0.257440 -0.466005 0.4 0.6 -1.6
N -0.341854 1.927277 -1.320808 -0.9 -0.5 1.1
N 1.410481 -1.304611 -0.232134 2.7 -0.9 -1.2
S 1.003382 1.150857 -1.694304 0.6 -1.6 1.3
I 3.445105 -1.042343 1.921497 -0.2 0.0 -0.2
H -1.048186 -0.680517 0.710405 -1.2 -1.3 1.4
H -2.111063 1.648896 -0.390577 0.7 -0.3 1.0
H 2.358139 -1.503964 -0.824013 -3.1 1.2 1.6
```
Forces are in eV/Å.

Values from the calculation:
LUMO (alpha / beta) (eV): -2.683 / -2.118
E_HOMO (alpha / beta) (eV): -8.91 / -9.78
Spin multiplicity: 1
Max |F| (eV/A): 4.40
Net charge: 0
Gap between HOMO and LUMO (alpha / beta) (eV): 6.230 / 7.658

Löwdin population analysis, charges in e, atoms 1 to 8: atom 1 (C): -0.0506, atom 2 (C): -0.2337, atom 3 (C): -0.6272, atom 4 (N): -0.3798, atom 5 (N): -0.0465, atom 6 (S): 0.9523, atom 7 (I): 0.1037, atom 8 (H): 0.0816